228
Properties=species:S:1:pos:R:3:forces:R:3 method="wB97M-V/def2-TZVPD" homo_ev=-11.378 energy_ev=-239896.0275 homo_lumo_gap_ev=7.19 total_charge=+2 e_above_lowest_kj_mol=0.0
H 1.638322 6.505719 -4.270188 -0.1 0.0 0.3
C 4.979154 -2.075074 3.536422 -0.5 1.1 -0.3
H -4.189238 0.199825 -0.808827 -0.3 -0.3 0.4
S -1.514055 -1.104922 1.010415 -0.3 0.0 -0.3
C -2.723482 3.133050 3.064467 0.7 -0.2 -1.2
N 3.341735 6.349506 1.073866 -1.9 -3.1 -0.7
H 2.086471 7.230260 -10.096435 0.2 -0.4 0.0
N -1.314286 0.171085 -0.102305 -0.4 -1.5 1.8
H -4.624420 -9.132147 3.121511 -0.3 0.0 -0.1
C -5.787440 -7.761750 1.942481 1.0 -0.2 -1.2
H -4.223759 -1.530538 -3.098954 -0.6 0.6 0.1
C 5.662908 7.593882 1.165647 -0.9 -0.1 -1.7
H -0.526024 2.414292 6.794539 0.0 -0.3 -0.4
C -5.292407 1.729032 -3.581491 0.4 0.3 -0.2
C 3.355318 -1.148505 -4.981036 -0.2 -0.4 -0.1
H 2.228552 -2.197247 4.393842 0.4 0.0 -0.1
C -1.783075 2.738462 8.435987 -0.5 -0.1 0.2
H 2.983598 -2.548829 -1.646464 -0.3 0.6 -0.2
F -0.182056 -7.211731 5.780847 -0.8 0.5 -0.2
H 5.585094 -1.123365 1.099504 -0.1 0.0 -0.2
H -5.879424 3.339501 0.515731 -0.3 -0.2 -0.1
S -1.595235 -6.441232 5.592215 1.4 -5.2 3.1
H -3.315233 3.484846 2.216456 -0.4 0.0 0.3
O 3.448122 -7.483710 1.288524 0.4 1.4 0.5
C -5.290631 -2.839490 2.701073 0.4 -0.2 0.3
C -1.383949 2.665549 2.489119 0.9 0.0 2.1
C -1.191983 1.030946 4.416442 -0.4 -0.9 -0.8
H 6.472385 -2.077173 -4.070444 0.3 0.0 -0.2
F 1.603981 1.909568 -1.864963 0.2 0.7 1.2
H 2.866373 0.574451 3.192273 0.1 0.1 0.3
F 3.073795 2.466352 0.878185 -0.1 -0.4 -0.3
H 3.738744 -0.216109 -5.388869 -0.2 0.1 0.1
O -2.438634 -7.516571 5.112503 0.1 1.2 0.1
C -3.449712 2.007482 3.770331 0.5 -0.3 0.4
C 5.997195 0.882957 0.395841 0.2 -0.6 0.0
H -3.874077 4.153403 -0.666495 -0.3 0.3 -0.1
H -1.447618 0.970055 7.281334 0.1 0.0 0.0
H -2.744825 -0.413134 6.057601 -0.1 0.1 0.1
H -2.348362 -8.060112 2.753208 -0.3 0.3 0.4
H 4.606773 -2.361480 2.556533 0.2 -0.7 0.2
C 2.431990 -0.433199 5.700725 -1.0 -0.4 -1.4
H 0.458272 6.151140 -8.438915 0.0 0.3 -0.1
C 2.151009 -1.108438 4.328066 0.4 -0.4 0.3
O 4.746136 -5.442837 1.857396 -0.2 0.4 -0.4
C -5.063951 0.537700 -1.366705 0.8 0.6 -0.3
O 1.133943 5.055495 0.918011 0.5 -0.1 0.6
C 1.849318 6.195518 -6.755160 0.2 -0.8 -0.6
C -3.208135 -7.892726 2.113109 -0.5 -0.3 -1.9
H 5.050363 0.315203 -3.359642 0.0 -0.1 -0.1
H -4.441340 -3.112353 3.331285 -0.1 0.0 -0.3
C 5.274254 0.271724 2.674931 0.9 -0.3 -0.4
H -5.870730 -8.472005 1.116193 -0.3 -0.1 0.1
H 7.881711 -0.034059 -6.957011 -0.2 0.2 0.2
F 0.611267 -4.334141 1.195439 0.0 -0.3 0.5
C 3.053389 -0.498878 3.281468 0.2 0.1 0.1
H -4.553691 -7.165290 -0.306014 0.9 -0.3 0.0
H -5.835106 0.869131 -3.962730 0.2 -0.1 0.1
H 5.539921 -1.093466 -2.358105 0.1 0.1 0.0
H -1.473335 1.787059 1.853390 -0.3 0.4 -0.5
H 7.755217 -1.761545 -6.703987 -0.3 0.1 -0.3
C -3.326642 0.122448 5.312990 -0.2 0.3 -0.4
H 3.865710 -0.567138 -2.345410 0.1 0.2 0.1
H -5.557330 -0.305168 -1.841594 -0.1 0.0 0.1
H 2.200302 -0.193145 -3.535770 -0.6 -0.2 0.3
H -4.527906 2.384079 0.827358 0.4 -0.4 -0.4
C 1.534669 6.111702 -8.263177 -0.1 -0.3 0.2
O -1.853013 -5.940203 6.927574 -0.1 0.4 -1.5
H -4.282844 0.503556 5.668664 0.0 -0.3 0.4
C 6.154272 -0.658578 -5.715276 0.7 0.9 0.4
C 1.509818 5.436511 -4.444912 0.5 0.1 1.0
F 3.886045 -6.852937 3.564106 0.0 0.2 -0.6
H 6.345912 0.237382 2.897923 0.0 -0.4 0.3
C -5.562155 -3.890758 1.619574 -0.6 0.6 0.1
H -6.131117 -2.712174 3.384525 -0.2 0.0 -0.2
H -2.171429 -6.510118 0.853158 -0.3 -0.1 -0.6
H 4.069746 -1.671744 6.464109 0.1 -0.1 -0.5
F -2.187471 -3.526480 0.497462 -0.9 -0.4 0.0
H 5.043857 -3.323675 -2.877968 -0.1 0.1 0.2
F -3.134503 -2.073472 -0.869878 -0.9 -0.1 0.0
C 0.917968 3.949121 -6.308856 0.3 0.2 0.5
N 4.439137 -1.649903 -4.051995 1.7 0.4 -0.2
N -2.601116 1.352507 4.857762 -0.2 0.5 1.0
C 7.589597 -0.787679 -6.231542 0.4 -1.3 0.2
F 5.003741 8.277702 2.078939 -0.1 -0.1 0.6
C 1.751501 -2.371331 -3.523305 -0.5 -1.1 0.5
F -2.081254 -3.711667 3.166308 0.0 -0.4 0.1
H -2.253497 3.241474 5.527822 -0.8 0.6 0.6
H -1.748794 -1.710697 -3.529117 -0.1 -0.2 0.1
C 2.050045 -1.029434 -4.220821 0.1 -0.6 0.9
H 4.023977 -3.612662 -4.313449 0.1 -0.4 0.2
H 1.127214 -1.002983 3.960540 -0.1 0.4 0.2
H 5.657903 1.899247 0.587135 0.4 0.1 0.2
H -6.026209 2.473463 -3.283649 0.2 -0.1 0.5
H 1.575263 -3.175424 -4.249815 0.1 0.4 -0.6
C 0.360460 1.826802 -1.384592 -0.2 -1.1 -0.7
N 0.960587 5.369455 -5.851420 -0.5 0.3 0.5
H -0.003119 2.823507 4.352481 -0.5 0.7 -0.3
C 3.868641 -0.650118 6.145547 -0.3 1.1 -0.4
H -6.488933 -3.552551 1.146552 0.1 -0.3 -0.4
O 2.690008 -3.282175 1.370729 0.5 -0.5 0.0
C -3.587065 2.481674 -1.848006 -1.0 0.3 -0.5
H -1.292035 0.167048 3.753566 -0.2 0.0 0.0
H -6.722806 -7.111781 -0.519835 0.1 -0.1 0.1
H -0.611394 6.528986 -3.050200 -0.2 0.1 -0.1
H -2.661692 2.292568 8.906761 -0.1 0.2 0.0
N 4.555285 -0.623193 3.649471 -1.3 0.9 -0.3
H -1.942956 3.809064 8.303665 0.0 0.0 0.1
C -4.539182 3.404979 -1.104175 1.3 -0.5 0.0
F -0.329990 1.530349 -2.521046 -0.9 -0.4 0.1
H 0.346611 1.660438 3.145112 0.1 -0.1 0.2
C -5.212208 2.632518 0.013501 -0.8 1.1 0.4
H -2.240207 6.005347 -4.912433 -0.3 -0.4 0.4
H 2.028726 8.191145 -8.658631 -0.4 -0.1 0.0
H 1.931264 3.565756 -6.193299 0.1 0.0 -0.4
C 3.169682 3.579261 1.599066 0.5 -0.3 0.3
H 5.060726 1.327904 2.842416 -0.8 -0.2 0.1
H -4.276593 -5.461214 -0.139059 -0.2 0.1 0.2
O 2.713499 4.665315 -0.858984 0.3 -0.3 0.9
H -5.220749 3.880297 -1.808272 -0.2 0.1 0.3
H 5.784439 -0.538500 5.287609 0.2 0.3 -0.1
N -1.073198 -5.469354 4.504581 -2.4 3.2 0.2
H -0.833577 5.763475 -6.810614 0.0 0.2 0.0
C -1.504333 2.047300 7.109641 0.0 -0.1 0.1
H 0.803935 -2.395571 -2.984982 0.1 0.6 0.2
H -2.567019 0.997802 -3.684041 -0.4 0.5 -0.1
C -2.040973 -2.420337 -0.197817 1.4 0.2 0.6
H 1.147920 -0.837702 -4.799430 0.4 0.4 -0.6
H -3.082992 2.979519 -2.676359 0.1 0.0 0.0
H -0.961827 2.604499 9.137484 0.1 0.0 -0.1
H 0.558750 3.909297 -7.331110 0.0 -0.2 0.0
F 6.538684 6.764581 1.696919 0.0 -0.2 0.6
N -5.662511 -6.428313 1.199688 0.9 0.6 0.4
H 2.499826 4.991578 -4.327453 0.1 0.0 -0.8
H -5.004676 -5.411205 3.000511 0.3 -0.4 -0.4
H -3.114731 -8.629702 1.302869 0.0 -0.3 0.2
S 2.180820 -4.615226 1.144956 -3.3 1.7 0.2
C -4.563092 -8.104094 2.763252 0.2 0.6 1.6
C 5.740870 -1.858104 -4.844059 -0.7 0.7 -0.7
O 2.275646 -5.158772 -0.188117 0.9 -0.1 0.8
H -2.849469 2.086593 -1.148982 0.0 -0.4 -0.2
H 7.045772 0.690859 0.629125 0.1 0.7 0.0
H -6.769920 -5.359366 -0.224512 -0.2 0.0 0.0
C -4.328366 -6.387794 0.427967 -0.9 -0.5 -0.2
H 2.824239 5.733360 -6.596678 0.3 0.6 0.1
H 6.060583 -2.114926 3.635766 0.0 -0.1 -0.1
C 0.638473 4.788356 -3.372710 -2.1 0.9 -0.3
H -4.336877 -0.552922 -4.625972 -0.3 -0.3 0.1
H 2.663637 -4.018175 -2.345701 -0.5 0.0 -0.3
O -3.562568 -4.545670 4.783989 1.1 -0.1 0.8
N 2.264696 -5.610504 2.467060 -0.7 2.7 -2.9
H 4.125138 -0.040842 7.014927 -0.2 0.0 0.1
H 0.315475 3.362146 -5.623300 -0.3 0.1 -0.2
H 0.375135 3.754718 -3.596589 0.8 -0.3 0.2
H 1.638901 -0.794031 6.353763 0.3 0.2 0.5
H 5.890473 0.735619 -0.680122 -0.1 -0.2 0.0
H -3.066097 -5.713555 2.017870 -0.3 0.0 0.1
H -2.630402 0.046270 -2.241520 -0.2 0.7 0.5
H -6.686543 -5.460323 2.682737 -0.1 0.5 0.0
C -3.255406 0.448531 -3.041587 0.4 -2.2 -0.5
F 4.444325 3.699036 1.976317 0.0 0.3 -0.2
S 2.529706 4.995451 0.545122 -1.0 2.3 0.1
C -0.736289 5.496868 -3.382931 -0.6 -0.2 -0.2
H -6.701843 -7.734133 2.529629 0.0 0.0 0.0
S 3.607779 -6.285051 2.082135 2.4 -5.1 1.9
H 1.847363 5.137418 -8.643408 0.1 0.0 0.1
H 4.966561 0.975070 5.054845 -0.6 0.1 -0.2
H -1.552420 4.346649 -5.013776 -0.2 0.0 0.0
C 4.810634 -0.100257 5.051968 1.0 -1.9 0.4
H -2.844862 -2.659434 -4.585729 -0.1 0.0 0.3
C -2.572730 2.346829 6.054085 1.3 -0.8 -0.9
C -0.491769 2.140839 3.653302 0.3 -0.7 -0.1
H 4.184258 -0.105394 0.726158 -0.3 -0.2 0.7
N -4.343225 1.309445 -2.500154 0.1 0.2 1.0
C -6.805093 -6.340472 0.241218 0.4 0.3 0.5
S 4.475087 6.640129 0.008238 2.1 0.9 -0.1
H 2.276202 0.618434 5.438940 0.0 0.3 0.7
H -0.680416 0.645196 5.295467 0.1 0.3 0.0
H -7.696702 -6.482945 0.847386 -0.2 0.1 -0.3
H -6.354376 0.827696 0.314635 0.4 -0.2 0.1
C -2.555320 -1.662240 -4.263932 0.8 0.9 -0.7
O -2.655790 -0.859555 1.875192 0.5 0.2 -0.9
O 5.236482 5.474389 -0.392082 0.0 0.4 0.1
H -4.354905 2.377627 4.252529 0.0 -0.2 0.1
C 2.828575 -2.978594 -2.640087 1.6 -0.1 0.6
O 4.065267 7.571499 -1.013495 0.1 -0.3 0.3
C -3.725508 -0.823089 -3.764244 0.0 -0.3 -0.2
C 5.164334 -0.122346 1.206138 0.1 0.3 -0.6
H 1.056100 4.905441 -2.374106 0.5 -0.3 -0.2
H 4.476404 -2.612119 4.333851 0.1 -0.2 -0.1
H -4.687691 2.165234 -4.375636 0.0 -0.1 -0.1
H 5.524244 -0.390576 -6.563797 -0.4 -0.7 0.0
O -1.613605 -3.039078 5.323921 -0.5 -0.8 0.8
H -6.898997 1.683954 -1.009651 0.3 0.3 -0.4
H 2.867077 -0.879981 2.278708 0.3 -0.5 0.2
H -2.517676 4.004099 3.685948 -0.3 0.0 0.2
H -3.550968 -0.545514 4.482003 0.4 0.0 -0.2
H -3.579991 2.267893 6.451008 0.0 0.7 0.1
F -1.095457 -2.640956 -1.096083 0.3 0.2 -0.3
F 2.470314 3.383588 2.728009 -0.3 0.4 -0.3
C -5.960866 1.428855 -0.509307 -0.4 -0.7 0.0
H 5.596155 -2.733362 -5.474844 0.0 -0.1 0.1
O -0.304312 -1.646840 1.580425 -1.2 0.8 -0.4
H 8.312546 -0.834360 -5.414339 -0.1 0.5 0.1
H 6.142318 0.256174 -5.114601 0.0 -0.1 0.2
F 6.312150 8.462174 0.399796 0.4 0.2 -0.2
C 4.152756 -3.007964 -3.413478 -1.3 0.6 -0.9
S -2.150217 -4.222359 4.710440 1.0 1.4 -3.2
C -0.426876 5.993060 -5.824031 -0.4 -1.1 -1.0
H 3.254532 -1.849716 -5.811691 0.3 -0.2 0.1
O 0.827615 0.774497 1.117449 -0.2 0.6 -0.7
S 0.251737 0.377250 -0.145237 2.2 -0.3 -0.8
H -3.702074 1.158572 3.133825 0.0 0.3 -0.4
C -3.144751 -6.573934 1.343499 0.6 0.3 0.9
H -0.388425 7.077964 -5.745105 0.5 0.0 0.2
O 0.964151 -0.670534 -0.856767 -0.3 0.9 0.0
H -0.809831 3.482037 2.053026 -0.3 -0.1 -0.5
H -2.128304 -1.181239 -5.150873 0.1 -0.1 0.0
F -0.154493 2.957458 -0.933876 0.6 0.1 0.2
H -5.054805 -1.896588 2.207030 -0.1 0.1 0.1
H 3.354196 7.175836 -8.792346 0.1 -0.5 -0.5
C 4.754376 -0.652265 -2.967695 -0.7 -0.6 0.3
H -4.617130 -7.495662 3.671769 0.2 -0.1 0.1
H -1.527637 5.040611 -2.781917 0.6 -0.1 0.8
C -1.347425 5.391866 -4.771847 0.9 1.0 -0.6
H 1.794523 7.217381 -6.388041 0.2 0.0 0.1
C -5.726041 -5.282041 2.191276 -0.4 -0.4 0.7
H -4.754162 -3.845664 0.890875 0.0 -0.1 0.0
C 2.289246 7.193876 -9.030560 0.0 1.0 0.9